Record 1
94
Properties=species:S:1:pos:R:3:forces:R:3 method="wB97M-V/def2-TZVPD" e_above_lowest_kcal_mol=0.0 charge=0 orbital_gap_ev=7.46 lumo_energy_ev=0.57 max_force_ev_per_a=3.83 e_tot_ev=-73894.8337
N 1.019649 -0.019138 -1.433652 0.2 -0.5 0.5
H 1.143901 0.645868 -0.683706 -0.4 0.5 0.3
H 0.129353 0.099303 -1.895652 -1.7 1.0 -0.6
H 0.916788 -0.922000 -0.992795 0.0 -0.5 0.4
H 1.874768 -0.018416 -1.971121 0.6 0.3 -0.6
C -2.619900 1.190559 -1.480036 1.6 -3.4 -0.3
O -3.809358 0.395830 -1.329741 -1.7 0.0 0.2
O -1.629325 0.326080 -2.085450 -1.9 3.2 1.0
C -2.998792 2.619833 -2.143810 -0.3 -2.5 1.1
F -4.025396 3.250178 -1.523600 -0.6 -0.6 0.0
F -1.995791 3.442246 -1.919347 1.7 0.8 -0.4
F -3.269672 2.561205 -3.436683 0.0 0.1 -0.4
C -4.153146 -0.409000 -0.153830 1.0 1.2 -0.9
C -5.261406 -1.316576 -0.600796 0.6 -0.7 -0.3
H -5.567853 -1.971691 0.214690 -0.5 0.3 0.2
H -6.048292 -0.678974 -1.003738 -0.2 -0.4 0.1
H -4.912460 -2.016312 -1.360205 0.0 0.3 -0.3
H -4.566015 0.149872 0.685997 0.0 0.9 0.0
H -3.271985 -0.892352 0.268104 0.2 -0.3 -0.4
H -2.378633 1.437994 -0.446267 0.6 0.6 0.4
C 2.135866 0.752669 -4.522472 1.0 -0.2 -0.5
C 3.443784 0.996395 -3.687254 -2.5 1.1 -0.5
N 3.462351 0.163778 -2.529573 2.0 -1.5 -0.7
C 3.656060 -1.195077 -3.073121 -0.1 -1.1 1.8
C 3.621069 -2.260350 -1.978720 0.1 -0.1 0.7
C 4.575621 0.537624 -1.613751 -1.7 0.0 0.4
C 4.257640 1.912715 -0.955603 1.0 -0.2 -0.5
H 2.276632 -0.058904 -5.236350 0.2 0.1 -0.2
H 1.968885 1.656885 -5.107799 -0.4 -0.1 0.1
H 1.253984 0.425701 -3.971577 0.1 0.7 0.3
H 4.293247 0.857086 -4.355907 0.4 0.2 0.1
H 3.337639 2.010628 -3.302330 0.5 0.2 -0.4
H 2.831802 -1.467529 -3.732266 0.2 0.5 -0.2
H 4.611424 -1.336677 -3.578417 0.1 0.4 -0.5
H 2.908929 -2.028631 -1.186713 -0.6 -0.1 -0.4
H 3.394481 -3.221204 -2.440813 -0.1 -0.1 0.3
H 4.524543 -2.369924 -1.378848 0.5 0.0 -0.5
H 5.528169 0.476457 -2.140060 0.3 0.4 -0.1
H 4.608434 -0.252253 -0.863348 0.0 0.2 0.2
H 3.206071 2.108305 -0.745723 -0.1 -0.5 0.0
H 4.587231 2.719022 -1.610837 0.0 0.1 0.0
H 4.819303 2.031311 -0.029013 0.0 -0.1 0.0
C -3.124987 2.158816 2.872445 -0.3 -1.6 0.5
C -1.706994 1.584627 2.675730 -1.0 0.7 0.9
O -1.021759 2.708973 2.148927 2.1 0.6 -1.3
P 0.530756 2.545250 1.777848 1.0 0.8 -0.6
O 0.839134 1.478637 0.754447 -0.4 2.0 2.6
O 0.991338 4.072255 1.327267 -0.7 -1.8 0.9
C 0.386313 4.666164 0.165393 -1.3 -0.9 -1.5
C 0.279160 6.165583 0.265425 0.9 -0.3 1.1
O 1.269203 2.364713 3.228954 -0.3 0.3 -1.6
C 1.361714 3.438955 4.204535 -1.2 0.0 0.8
C 0.048974 3.622958 4.998159 0.1 0.0 -0.7
H -3.688884 2.312801 1.952449 0.4 0.3 -0.1
H -3.736474 1.457311 3.439963 0.0 -0.4 0.0
H -3.120774 3.031495 3.525528 0.3 0.2 -0.4
H -1.239321 1.373134 3.637317 -0.2 -0.1 0.3
H -1.546943 0.692521 2.070223 -0.6 0.1 -0.4
H 0.863874 4.300792 -0.743750 0.9 0.3 0.1
H -0.593244 4.237700 -0.046720 -0.4 0.0 0.8
H -0.096270 6.397641 1.262071 -0.3 0.1 0.0
H 1.297618 6.553936 0.269758 -0.1 0.5 -0.4
H -0.371195 6.627180 -0.477595 0.3 -0.2 -0.1
H 2.095988 3.160071 4.960289 0.4 -0.2 -0.6
H 1.643117 4.375290 3.722675 0.1 -0.2 -0.1
H 0.197346 4.371735 5.776231 0.0 0.0 0.0
H -0.752487 3.953508 4.337474 0.0 0.1 0.1
H -0.294531 2.702710 5.470668 0.3 -0.1 0.0
C -2.451521 -3.027146 3.265427 0.6 0.2 -1.5
C -2.601811 -3.193338 1.698683 -1.4 -0.4 2.0
O -1.570286 -2.488033 1.030561 1.2 -0.5 -0.6
P -0.345297 -3.241765 0.325304 -0.9 -0.8 -0.8
O 0.658639 -2.320342 -0.248280 -0.9 -1.2 0.3
O 0.253758 -4.181052 1.447340 0.0 0.0 0.6
C 1.566558 -4.749939 1.277470 0.8 -1.0 0.5
C 2.230953 -5.181666 2.613420 -0.4 0.9 0.3
O -1.018807 -4.377380 -0.656341 1.1 1.0 2.3
C -1.158545 -4.312172 -2.051142 0.1 -0.3 -1.1
C -2.294077 -3.424229 -2.451929 0.2 0.9 -0.2
H -3.280897 -3.398671 3.867273 0.0 -0.4 -0.4
H -1.498890 -3.477199 3.544789 -0.1 -0.1 0.3
H -2.397301 -1.957493 3.467926 0.1 0.1 0.0
H -2.683766 -4.234897 1.387969 0.5 -0.1 0.1
H -3.576151 -2.778929 1.439789 0.2 0.4 -0.4
H 1.514876 -5.633786 0.641663 -0.3 0.1 -0.2
H 2.197223 -4.011426 0.782531 0.0 0.0 0.1
H 3.213833 -5.638203 2.496688 0.1 0.3 -0.6
H 2.358442 -4.287351 3.223378 0.2 0.1 0.1
H 1.719304 -5.890619 3.264329 -0.7 0.0 -0.5
H -0.195627 -4.066011 -2.498689 0.0 0.7 0.0
H -1.312671 -5.317313 -2.443617 -0.3 -0.3 0.6
H -3.194022 -3.568283 -1.854067 0.0 -0.5 -0.1
H -2.031763 -2.377517 -2.298037 0.1 0.3 -0.1
H -2.492422 -3.552530 -3.516019 -0.2 0.0 0.0

Record 2
119
Properties=species:S:1:pos:R:3:forces:R:3 method="wB97M-V/def2-TZVPD" charge=+1 orbital_gap_ev=1.58 lumo_energy_ev=-10.83 max_force_ev_per_a=3.81 e_tot_ev=-194973.2066
Al 3.419473 6.872719 -0.975467 0.0 0.0 0.0
C -1.535146 0.249393 0.046554 1.5 1.1 -0.6
F -2.119419 -0.809453 -0.442627 0.1 -0.5 -0.3
F -2.364884 1.269984 -0.028971 -0.3 0.3 0.3
F -1.130987 0.034514 1.283342 -0.2 0.0 0.2
S 0.049676 0.739173 -0.974779 -1.0 -1.2 0.7
O 0.957211 -0.379684 -0.670024 -0.5 1.3 -0.6
O -0.441800 0.754778 -2.358799 0.7 0.2 0.7
O 0.537412 2.050084 -0.520890 -0.4 -1.1 -0.4
Cl -3.955576 7.444204 -1.126308 0.0 1.1 0.8
O -4.843456 7.207741 -2.205427 -0.5 -0.8 -0.8
O -2.728860 6.672225 -1.392054 -0.8 0.6 0.4
O -3.593741 8.859936 -1.179953 0.4 -1.1 0.5
O -4.572308 7.117795 0.127555 0.9 0.1 -0.9
O 2.457456 -5.243850 -6.814824 -1.6 -1.1 -0.2
S 1.081678 -5.639578 -7.050568 -1.0 0.9 -0.2
O 0.672993 -6.388426 -8.246863 0.7 1.3 2.3
O 0.532460 -6.376627 -5.680059 2.4 1.5 -0.7
C -0.738974 -6.919370 -5.673392 -1.5 -2.5 -0.2
C -0.621805 -8.363299 -6.215427 -0.8 -0.2 -0.6
C 0.073089 -4.080918 -6.841685 0.2 -0.5 -0.2
H -1.508738 -6.302566 -6.137210 0.2 0.1 -0.7
H -1.136618 -6.995683 -4.661396 0.8 0.2 0.4
H -1.417396 -9.034855 -5.892722 -0.1 0.2 0.4
H 0.320507 -8.828481 -5.926027 0.0 0.3 0.2
H -0.697760 -8.428025 -7.300852 0.3 0.4 -0.1
H 0.755913 -3.252529 -6.652960 0.1 -0.2 -0.3
H -0.564878 -4.151720 -5.960736 0.1 -0.4 -0.1
H -0.559529 -3.899626 -7.710595 0.3 -0.1 -0.1
O 1.065000 3.342278 -8.441143 -1.5 1.4 0.4
S 0.479597 4.566798 -7.911973 1.8 1.4 1.9
O 1.136205 5.145857 -6.694529 -1.9 -1.2 -3.1
O 0.560594 5.765144 -9.061231 -0.2 -0.6 1.8
C 0.213820 5.440075 -10.396154 0.7 -1.9 -2.0
C 1.488406 5.138300 -11.250199 -0.1 0.4 1.1
C -1.377776 4.533235 -7.600765 1.5 0.0 -0.5
H -0.405402 6.192209 -10.884975 0.1 0.4 0.6
H -0.347073 4.505747 -10.419161 -0.3 0.0 0.2
H 2.103175 4.442170 -10.679643 0.1 0.1 0.1
H 2.051049 6.062773 -11.380098 0.1 -0.1 -0.2
H 1.332664 4.641889 -12.208028 -0.5 0.3 0.0
H -1.610294 3.871128 -6.766698 0.3 -0.1 -0.3
H -1.819225 4.225434 -8.548648 -0.1 -0.1 0.2
H -1.646595 5.558231 -7.345395 0.2 -0.1 -0.1
O 4.279759 1.379468 4.594827 1.0 0.6 -0.1
S 5.642217 1.542850 4.168204 2.5 0.8 -1.2
O 6.098966 2.634468 3.248045 -1.4 -2.7 2.0
O 6.599338 1.702934 5.550844 -3.1 -1.2 -1.5
C 7.960103 2.016911 5.398992 0.4 1.1 0.0
C 8.597852 1.941264 6.761955 0.2 -0.7 0.0
C 6.171243 -0.161896 3.514041 0.7 1.2 1.0
H 8.013382 3.049579 5.054234 0.2 -0.1 -0.4
H 8.434973 1.350271 4.679141 0.1 0.0 0.0
H 9.598228 2.361659 6.658981 0.0 0.0 0.3
H 8.665391 0.902220 7.084335 0.2 0.0 0.0
H 8.033588 2.450681 7.543105 0.0 0.3 -0.3
H 7.249011 -0.240090 3.656855 0.0 0.2 0.2
H 6.035053 -0.346665 2.448489 -0.7 0.4 0.2
H 5.702505 -0.877980 4.189020 -0.2 0.1 -0.3
O 1.989098 -8.072602 -0.354799 1.2 2.2 2.3
S 2.511182 -7.173546 0.709128 0.0 -2.0 0.6
O 2.746821 -7.698367 2.077313 -0.7 1.5 -3.3
O 3.943315 -6.552510 0.256801 -1.0 -1.3 3.1
C 4.111005 -6.177237 -1.044625 -0.6 2.1 -1.9
C 5.514859 -5.628058 -1.218272 0.6 -1.9 -0.1
C 1.499539 -5.648475 0.765463 0.2 -0.7 0.6
H 3.470408 -5.318743 -1.246423 -0.7 0.0 -0.2
H 3.773401 -7.002683 -1.671334 0.6 0.1 -0.5
H 5.892784 -4.984115 -0.424157 -0.7 0.3 0.0
H 5.662424 -5.194179 -2.207252 0.0 0.0 0.1
H 6.115018 -6.532408 -1.117909 0.7 0.1 -0.3
H 0.705535 -5.847982 1.485093 -0.1 -0.2 -0.2
H 1.092876 -5.403852 -0.215813 0.2 -0.1 0.1
H 2.096089 -4.851259 1.208937 0.2 -0.1 -0.3
O -0.349992 7.319378 6.339802 0.4 -0.9 -1.0
S 0.152382 6.177935 5.601266 -0.6 -0.3 2.8
O 0.540949 6.279043 4.228824 0.6 0.0 0.5
O 1.407574 5.569459 6.536524 -0.9 0.5 -1.9
C 1.213087 5.467515 7.959844 -0.7 0.5 1.0
C 2.543955 5.259909 8.680820 -0.3 0.8 -0.3
C -1.046309 4.811714 5.694106 0.5 0.1 0.3
H 0.478774 4.691633 8.176396 0.4 -0.7 -0.2
H 0.682607 6.332328 8.358331 0.4 0.5 -0.3
H 3.022833 4.358299 8.298889 0.2 0.1 0.5
H 2.440431 5.347682 9.762340 -0.6 -1.1 0.1
H 3.188026 6.137537 8.625753 0.2 0.0 -1.1
H -1.304612 4.553858 6.721176 0.4 0.2 0.1
H -0.545589 3.966334 5.222159 -0.2 0.0 -0.1
H -1.996664 5.071336 5.227728 0.4 0.2 -0.4
O -8.355310 -0.870427 -6.260757 0.0 0.9 3.3
S -8.620796 -0.539026 -4.838446 -1.1 -0.5 -0.6
O -9.652549 0.432189 -4.488419 1.7 -1.7 -0.5
O -9.040226 -1.984384 -4.070010 0.5 2.8 -0.6
C -8.282246 -3.105270 -4.462973 -0.8 -2.7 0.7
C -8.597824 -4.220457 -3.408249 0.0 0.4 -0.3
C -7.121158 -0.147041 -3.819101 -0.1 -0.4 -0.7
H -7.202481 -2.957073 -4.479045 -0.1 0.4 -0.2
H -8.671321 -3.472637 -5.412581 0.5 0.3 -0.3
H -8.270568 -3.905870 -2.417281 0.0 0.0 0.0
H -8.156686 -5.190815 -3.636061 0.5 0.2 -0.2
H -9.657792 -4.470757 -3.364432 -0.2 0.5 0.0
H -7.365464 -0.293707 -2.767009 -0.3 -0.2 -0.2
H -6.738657 0.868719 -3.919228 -0.5 0.0 -0.5
H -6.330648 -0.823493 -4.144099 -0.1 -0.1 0.1
O -0.654374 0.599199 11.038260 0.0 -1.0 -0.9
S -0.920309 -0.430309 10.062007 -1.1 -0.5 0.4
O -1.455972 -1.739860 10.491896 0.8 2.7 -1.3
O -1.939722 0.357502 8.995533 1.4 -2.4 0.9
C -2.616802 -0.484624 8.019953 0.0 1.2 -1.7
C -3.989954 0.124782 7.944500 -0.9 -0.2 0.7
C 0.541613 -0.751635 9.039960 0.5 -0.2 0.9
H -2.533778 -1.571067 8.049199 -0.3 0.0 1.5
H -2.170707 -0.357925 7.033530 0.6 0.7 -0.1
H -3.982010 1.214507 7.920991 0.5 0.0 -0.3
H -4.494868 -0.078284 8.888920 -0.4 -0.3 -0.1
H -4.586852 -0.204287 7.093909 0.1 -0.3 0.1
H 0.318100 -1.113823 8.036491 -0.2 0.3 0.1
H 1.106532 -1.523794 9.562202 -0.4 -0.4 0.1
H 1.259277 0.066920 9.094967 -0.6 0.5 -0.4